# 1
{
  "formula": "C4H8N4O",
  "method": "ωB97M-V with the def2-TZVPD basis set",
  "symbols": ["H", "N", "C", "C", "N", "C", "N", "C", "N", "O", "H", "H", "H", "H", "H", "H", "H"],
  "xyz": [[0.017298, -1.126394, -1.002925], [-0.979050, -1.365898, -0.719403], [-1.445633, -0.451197, -0.025822], [-2.925155, -0.471682, 0.407779], [-0.903091, 0.812199, 0.174077], [0.454103, 1.013872, -0.128750], [1.381971, 0.137573, -0.289964], [2.720317, 0.638429, -0.162743], [3.724716, -0.127172, 0.143087], [3.363742, -1.415138, 0.383869], [-3.072830, 0.065602, 1.387704], [-3.679304, -0.065896, -0.345575], [-3.280752, -1.493519, 0.599496], [-1.492041, 1.605887, -0.058017], [0.787997, 2.085641, -0.117083], [2.873130, 1.773144, -0.262865], [2.454580, -1.615446, 0.017140]],
  "forces_ev_per_angstrom": [[-1.6, -0.6, 0.3], [2.5, -1.2, -0.6], [-3.8, 0.7, -0.5], [-0.9, 0.0, 0.8], [3.1, 0.7, -0.8], [0.6, 1.2, 0.6], [0.0, 0.4, 0.7], [0.4, 0.6, -0.1], [-2.2, 1.6, -0.4], [-0.4, -1.3, -0.5], [0.2, -0.3, -1.0], [1.4, -0.2, 0.7], [0.4, 0.2, -0.2], [0.0, -0.2, 0.4], [-0.7, -0.6, 0.1], [0.1, -1.8, 0.0], [1.0, 0.7, 0.5]],
  "mulliken_charge": [0.37, -0.66, 0.52, -1.14, -0.10, -0.02, -0.47, 0.14, -0.31, -0.36, 0.32, 0.26, 0.34, 0.30, 0.17, 0.26, 0.38],
  "charge": 0,
  "e_tot_ha": -451.38712,
  "lumo_ev": 0.25,
  "smiles": "[H]/N=C(/C)N/C=N/C=N\\O",
  "e_above_lowest_kcal_mol": 82.3,
  "orbital_gap_ha": 0.3469,
  "largest_force_ev_per_a": 3.913
}

***

# 2
{
  "formula": "C4H8N4P2",
  "method": "ωB97M-V with the def2-TZVPD basis set",
  "symbols": ["P", "N", "C", "N", "P", "N", "C", "C", "C", "N", "H", "H", "H", "H", "H", "H", "H", "H"],
  "xyz": [[2.882457, 1.074574, -0.319043], [1.710208, -0.229995, -0.488228], [1.624399, -1.254652, 0.340396], [0.621518, -2.053113, 0.240053], [-0.626453, -1.937637, -0.818649], [-1.320859, -0.393304, -0.414187], [-1.869704, 0.176313, 0.715194], [-2.149125, 1.447055, 0.485312], [-1.730086, 1.655865, -0.852373], [-1.186173, 0.584369, -1.319601], [2.782526, 1.171087, 1.179538], [3.810599, 0.154059, 0.145945], [0.979589, -0.379303, -1.211720], [2.385619, -1.378902, 1.107873], [-1.310000, -2.933063, -0.169161], [-2.087176, -0.540398, 1.644911], [-2.668664, 2.238376, 1.197909], [-1.848683, 2.598669, -1.464174]],
  "forces_ev_per_angstrom": [[-0.7, -0.8, 1.7], [0.2, 1.5, -1.2], [-1.6, -1.4, 0.2], [1.8, -0.9, 2.1], [0.7, 0.1, -1.6], [-0.7, 0.7, 1.4], [-0.4, -4.9, 3.2], [-1.9, 3.9, 1.4], [-0.3, 2.2, 0.0], [0.3, -0.7, -2.5], [-0.6, 0.7, -1.3], [1.2, -0.3, -0.6], [1.1, 1.5, 0.1], [0.1, -0.1, -0.1], [-1.4, 0.0, 0.6], [0.6, 2.0, -2.2], [1.3, -2.1, -1.7], [0.5, -1.4, 0.8]],
  "mulliken_charge": [-0.10, -0.22, 0.17, -0.52, -0.16, 0.55, -0.22, -0.40, -0.12, -0.77, 0.06, 0.06, 0.29, 0.40, 0.05, 0.30, 0.26, 0.36],
  "charge": 0,
  "e_tot_ha": -1058.86680,
  "lumo_ev": 0.81,
  "smiles": "PN/C=N\\Pn1cccn1",
  "e_above_lowest_kcal_mol": 5.3,
  "orbital_gap_ha": 0.3367,
  "largest_force_ev_per_a": 5.848
}

***

# 3
{
  "formula": "C4H8N5O2",
  "method": "ωB97M-V with the def2-TZVPD basis set",
  "symbols": ["C", "C", "C", "C", "N", "N", "N", "N", "N", "O", "O", "H", "H", "H", "H", "H", "H", "H", "H"],
  "xyz": [[1.885267, 0.129698, 0.943180], [-0.055979, 0.281509, 0.126796], [-1.335978, 0.161530, 2.259941], [1.808144, 0.316904, -1.552504], [1.054136, 0.091785, 1.941617], [-0.170343, 0.169692, 1.429880], [1.221771, 0.239520, -0.241886], [-1.556217, 0.176319, -1.041003], [-1.653713, -1.074207, -1.578065], [-0.987241, -1.924196, -1.065437], [-2.441268, -1.146804, -2.470189], [2.950710, 0.074033, 1.050136], [-2.199596, -0.168802, 1.687465], [-1.156071, -0.510654, 3.098819], [-1.519435, 1.162495, 2.656730], [2.239922, 1.307893, -1.710004], [2.600264, -0.427156, -1.638173], [1.060666, 0.127914, -2.318674], [-1.745040, 1.012527, -1.578628]],
  "forces_ev_per_angstrom": [[-0.1, 0.0, 0.4], [-4.5, -0.6, -3.9], [-1.0, 0.1, 0.8], [0.5, 0.2, -1.0], [1.0, -0.1, 1.0], [0.3, 0.2, -1.6], [-0.7, 0.0, 0.9], [4.0, 1.4, 4.9], [0.3, 0.3, -0.4], [0.5, -0.9, 0.3], [-0.6, -0.2, -0.7], [0.2, 0.0, -0.1], [0.1, 0.0, 0.0], [0.0, 0.0, -0.2], [0.1, -0.1, -0.1], [-0.1, -0.1, 0.1], [-0.1, 0.0, 0.0], [0.0, 0.0, 0.1], [0.1, -0.2, -0.5]],
  "mulliken_charge": [-0.14, 0.33, -0.79, -0.85, -0.79, 0.68, 0.08, -0.44, 1.22, -0.54, -0.57, 0.46, 0.35, 0.31, 0.33, 0.34, 0.35, 0.34, 0.30],
  "charge": 1,
  "e_tot_ha": -581.02295,
  "lumo_ev": -4.87,
  "e_above_lowest_kcal_mol": 156.8,
  "orbital_gap_ha": 0.3823,
  "largest_force_ev_per_a": 6.482
}

***

# 4
{
  "formula": "C4H8NO",
  "method": "ωB97M-V with the def2-TZVPD basis set",
  "symbols": ["C", "N", "C", "C", "C", "O", "H", "H", "H", "H", "H", "H", "H", "H"],
  "xyz": [[-0.962510, 0.434688, 1.260902], [-0.278870, 0.294426, 0.141313], [0.720686, 1.404380, -0.103440], [-0.606884, -0.678178, -0.849873], [-0.150217, -2.100590, -0.485296], [-1.529490, -1.670685, -0.366428], [-0.643599, 1.320613, 1.809003], [-1.844252, -0.198637, 1.483049], [1.539214, 1.404712, -0.787145], [1.066413, 1.840765, 0.806706], [0.047819, 2.200796, -0.592059], [-0.723899, -0.405953, -1.803989], [0.152269, -2.799471, -1.247177], [0.399782, -2.232889, 0.391292]],
  "forces_ev_per_angstrom": [[0.7, -0.2, -2.4], [-0.5, 1.7, 2.5], [-2.8, 2.3, -1.4], [0.6, -4.8, 4.3], [-1.2, 1.9, -1.7], [1.5, 0.6, -0.4], [-0.3, -0.6, 0.5], [0.9, 0.3, -0.2], [0.5, -1.6, -0.5], [0.1, -0.2, 0.8], [1.0, -0.9, 0.8], [-0.3, 1.5, -3.4], [-0.6, -0.1, -0.5], [0.5, 0.1, 1.6]],
  "mulliken_charge": [-0.13, 0.12, -0.89, -0.06, -0.43, -0.39, 0.25, 0.32, 0.36, 0.30, 0.41, 0.57, 0.30, 0.27],
  "charge": 1,
  "e_tot_ha": -286.84341,
  "lumo_ev": -5.41,
  "smiles": "C=[N+](C)[C@H]1CO1",
  "e_above_lowest_kcal_mol": 62.2,
  "orbital_gap_ha": 0.3828,
  "largest_force_ev_per_a": 6.445
}

***

# 5
{
  "formula": "C4H8NO",
  "method": "ωB97M-V with the def2-TZVPD basis set",
  "symbols": ["C", "C", "C", "C", "N", "O", "H", "H", "H", "H", "H", "H", "H", "H"],
  "xyz": [[1.807034, -0.124989, -0.419723], [-0.538914, -0.596061, 0.008992], [0.512852, 0.114535, 1.064210], [-1.862750, 0.055140, -0.072945], [0.408731, 0.458710, -0.385046], [1.806182, -0.442555, 0.967979], [1.897938, -1.138210, -0.962547], [2.663434, 0.547634, -0.602687], [-0.426536, -1.582685, -0.278310], [0.190860, 0.753521, 1.796961], [-2.539988, -0.384621, 0.630839], [-2.271734, -0.104812, -1.113338], [-1.701986, 1.086559, 0.149069], [0.054881, 1.357836, -0.783454]],
  "forces_ev_per_angstrom": [[1.7, -1.9, -0.9], [1.0, 3.6, 3.0], [-1.3, -3.5, -3.3], [-0.8, -1.2, -1.0], [2.1, 0.0, -0.9], [-1.7, 1.1, 0.6], [-0.4, 2.0, 0.1], [-0.9, 0.0, -0.4], [0.8, -1.7, -0.8], [-0.5, 1.4, 1.9], [-0.6, -0.1, 0.3], [0.3, 0.4, 1.1], [-0.6, 0.9, 0.1], [0.7, -1.0, 0.1]],
  "mulliken_charge": [-0.19, 0.11, 0.09, -1.29, -0.12, -0.34, 0.23, 0.31, 0.42, 0.38, 0.37, 0.33, 0.36, 0.35],
  "charge": 1,
  "e_tot_ha": -286.82855,
  "lumo_ev": -3.36,
  "e_above_lowest_kcal_mol": 71.5,
  "orbital_gap_ha": 0.4301,
  "largest_force_ev_per_a": 4.967
}

***

# 6
{
  "formula": "C4H8NO",
  "method": "ωB97M-V with the def2-TZVPD basis set",
  "symbols": ["C", "C", "C", "C", "N", "O", "H", "H", "H", "H", "H", "H", "H", "H"],
  "xyz": [[-0.649275, -1.600717, -0.129624], [-0.032085, -0.411155, 0.555618], [-0.151693, 0.981220, -0.028430], [1.423461, 1.258550, -0.017478], [1.634804, -0.178569, 0.122741], [2.448143, -0.909286, -0.188117], [-0.625585, -1.499553, -1.235724], [-1.706796, -1.679340, 0.345819], [-0.133037, -2.645447, 0.170306], [-0.019724, -0.430586, 1.588618], [-0.611750, 1.785512, 0.556817], [-0.456038, 1.090078, -1.145315], [2.060042, 1.950103, -0.556494], [1.559595, 1.651752, 1.059891]],
  "forces_ev_per_angstrom": [[-0.1, -2.1, 1.3], [1.6, 0.0, -3.0], [0.7, 2.2, -2.7], [-0.8, 0.8, 3.2], [-3.2, 0.5, 1.2], [2.0, -1.1, -0.8], [-0.4, -0.1, 0.8], [1.5, 0.1, -1.2], [-1.0, 2.5, -0.6], [0.0, -0.1, 2.2], [-0.3, -0.6, -0.1], [0.0, -0.7, 2.1], [0.0, -0.5, -1.0], [0.1, -0.9, -1.2]],
  "mulliken_charge": [-1.14, 0.18, -0.50, -0.49, 0.52, -0.30, 0.34, 0.35, 0.34, 0.37, 0.33, 0.27, 0.45, 0.29],
  "charge": 1,
  "e_tot_ha": -286.79121,
  "lumo_ev": -6.18,
  "smiles": "C[C@@H]1CC[N+]1=O",
  "e_above_lowest_kcal_mol": 94.9,
  "orbital_gap_ha": 0.3647,
  "largest_force_ev_per_a": 3.569
}

***

# 7
{
  "formula": "C4H8NO",
  "method": "ωB97M-V with the def2-TZVPD basis set",
  "symbols": ["C", "C", "C", "C", "N", "O", "H", "H", "H", "H", "H", "H", "H", "H"],
  "xyz": [[1.502062, 0.493990, 0.134369], [0.228827, 1.058630, -0.473952], [0.851400, -0.760305, 0.331007], [-1.742650, -0.554990, 0.064702], [-0.397131, -0.255367, -0.113363], [0.634724, -1.509748, -0.849901], [2.413325, 0.636296, -0.508841], [1.634483, 1.002476, 1.158788], [-0.052083, 1.760093, 0.217662], [0.102402, 1.483940, -1.534153], [0.925414, -1.390726, 1.266049], [-1.802615, -1.516415, 0.516110], [-2.069442, 0.290632, 0.639845], [-2.228716, -0.738510, -0.848328]],
  "forces_ev_per_angstrom": [[3.5, 3.8, 0.4], [0.4, -0.9, -2.8], [0.3, -4.3, 2.1], [-0.1, -1.3, 0.5], [2.2, -0.5, -2.8], [-2.3, 3.0, 1.2], [-0.7, -0.8, 1.0], [0.3, -0.7, -1.6], [-1.8, 1.8, 1.5], [0.3, -1.2, 1.5], [0.0, 0.8, -1.0], [-0.2, -0.5, 1.2], [-1.0, 0.2, 0.4], [-0.8, 0.7, -1.5]],
  "mulliken_charge": [-0.59, -0.51, 0.13, -0.68, 0.25, -0.27, 0.34, 0.26, 0.35, 0.33, 0.40, 0.35, 0.32, 0.33],
  "charge": 1,
  "e_tot_ha": -286.76144,
  "lumo_ev": [-6.72, -6.73],
  "e_above_lowest_kcal_mol": 113.6,
  "orbital_gap_ha": [0.3680, 0.3680],
  "largest_force_ev_per_a": 5.191
}

***

# 8
{
  "formula": "C4H8NO",
  "method": "ωB97M-V with the def2-TZVPD basis set",
  "symbols": ["C", "C", "C", "C", "N", "O", "H", "H", "H", "H", "H", "H", "H", "H"],
  "xyz": [[0.151900, -1.685689, 0.300327], [1.233942, -1.104334, -0.279373], [-0.443523, 0.113982, 0.479586], [0.862893, 0.366819, -0.294645], [-1.737298, 0.556139, -0.179919], [1.761061, 1.322111, 0.088223], [-0.332405, -2.664310, 0.301295], [2.061037, -1.681761, -0.660097], [-0.221263, 0.325209, 1.552346], [0.620551, 0.703839, -1.384466], [-1.866548, 0.236162, -1.230942], [-1.611709, 1.531505, -0.384735], [-2.474837, 0.511170, 0.632771], [1.996201, 1.469153, 1.059623]],
  "forces_ev_per_angstrom": [[-0.4, 4.7, -1.3], [-1.4, -1.4, 1.0], [2.0, -4.3, 0.2], [-0.3, -0.5, -2.4], [0.1, 0.1, 0.9], [0.9, 1.5, 2.0], [0.2, 0.4, 0.4], [0.5, 0.4, -0.2], [-1.5, 0.4, -0.8], [0.3, -0.8, 1.5], [-0.3, -0.5, 3.0], [0.0, 1.2, 0.3], [0.8, -0.4, -2.8], [-0.8, -1.0, -1.8]],
  "mulliken_charge": [-0.47, -0.19, -0.25, -0.18, -0.35, -0.50, 0.35, 0.40, 0.41, 0.25, 0.42, 0.34, 0.42, 0.34],
  "charge": 1,
  "e_tot_ha": -286.80642,
  "lumo_ev": -4.15,
  "e_above_lowest_kcal_mol": 85.4,
  "orbital_gap_ha": 0.3793,
  "largest_force_ev_per_a": 4.904
}

***

# 9
{
  "formula": "C4H8NO",
  "method": "ωB97M-V with the def2-TZVPD basis set",
  "symbols": ["C", "N", "O", "C", "C", "C", "H", "H", "H", "H", "H", "H", "H", "H"],
  "xyz": [[0.940663, 0.262533, 1.871156], [0.210215, -0.484971, 0.832927], [0.669554, -1.660345, 0.513765], [-0.696297, 0.119626, 0.031841], [-0.470990, -0.166672, -1.477109], [-1.816751, -0.488400, -0.878287], [1.062222, -0.296086, 2.889549], [0.514000, 1.312811, 2.166741], [1.989622, 0.511653, 1.633620], [-1.009941, 1.181811, 0.246122], [0.159269, -0.971557, -1.695805], [-0.463908, 0.719545, -2.095592], [-2.639053, 0.153131, -1.046925], [-2.125033, -1.502138, -0.604824]],
  "forces_ev_per_angstrom": [[0.2, 1.8, 3.6], [3.4, -4.8, -0.9], [-2.2, 4.8, 1.9], [-1.6, 3.1, -0.8], [-3.2, 0.5, 0.1], [2.0, -1.7, 0.0], [-0.7, 0.4, -2.1], [0.1, -2.2, -1.0], [-0.5, -0.7, -0.8], [1.1, -1.4, 0.4], [1.0, -0.9, -0.1], [0.3, 0.0, 0.1], [-0.5, 0.9, 0.0], [0.5, 0.1, -0.3]],
  "mulliken_charge": [-0.73, 0.48, -0.32, 0.16, -0.58, -0.45, 0.32, 0.33, 0.34, 0.32, 0.33, 0.26, 0.29, 0.25],
  "charge": 1,
  "e_tot_ha": -286.78092,
  "lumo_ev": -7.23,
  "smiles": "C[N+](=O)C1CC1",
  "e_above_lowest_kcal_mol": 101.4,
  "orbital_gap_ha": 0.3385,
  "largest_force_ev_per_a": 5.908
}

***

# 10
{
  "formula": "C4H8NO",
  "method": "ωB97M-V with the def2-TZVPD basis set",
  "symbols": ["C", "C", "C", "C", "N", "O", "H", "H", "H", "H", "H", "H", "H", "H"],
  "xyz": [[0.967965, -0.191340, -1.392587], [0.057631, -1.064773, -1.599217], [-0.497260, 1.153763, 1.338788], [-1.327361, 0.164881, 1.552196], [1.998657, 0.481681, -1.339857], [-1.305739, -1.046381, 0.980144], [0.325036, -1.895561, -2.278998], [-0.825263, -1.178667, -1.093851], [-0.048972, 1.407843, 0.380800], [-0.420491, 1.848548, 2.132500], [-1.734723, 0.279722, 2.561893], [2.505270, 0.512595, -0.464318], [2.194520, 1.126147, -2.136367], [-1.889271, -1.598457, 1.358874]],
  "forces_ev_per_angstrom": [[-1.5, -2.2, -0.7], [2.1, -0.6, -1.2], [0.2, 0.8, -1.9], [0.9, -0.2, 2.9], [0.9, 2.1, -0.8], [2.5, 2.6, -3.1], [0.2, 0.4, 0.5], [-2.4, 0.4, 1.0], [0.4, -0.3, 0.2], [-0.1, 1.0, 0.2], [-0.7, -0.9, -0.3], [0.8, -0.1, -0.1], [0.1, -0.1, 1.2], [-3.4, -3.0, 2.1]],
  "mulliken_charge": [0.45, -0.55, -0.78, 0.24, -0.19, -0.43, 0.29, 0.35, 0.18, 0.25, 0.24, 0.34, 0.32, 0.30],
  "charge": 1,
  "e_tot_ha": -286.81731,
  "lumo_ev": -5.00,
  "e_above_lowest_kcal_mol": 78.6,
  "orbital_gap_ha": 0.2875,
  "largest_force_ev_per_a": 4.994
}